(1)
Here is a cluster of 6 separate species, C24H30F18O12 in total from OMol25. Energies are from wB97M-V/def2-TZVPD.

HOMO-LUMO gap: 10.8 eV
Charge: 0
SMILES: CCOC(=O)C(F)(F)F.CCOC(=O)C(F)(F)F.CCOC(=O)C(F)(F)F.CCOC(=O)C(F)(F)F.CCOC(=O)C(F)(F)F.CCOC(=O)C(F)(F)F

```
84
C24H30F18O12 wB97M-V/def2-TZVPD
C 1.819 0.338 0.303
C 0.308 0.713 0.313
O 0.247 1.882 1.106
C -1.048 2.286 1.566
O -2.045 1.657 1.483
C -1.002 3.779 2.054
F -1.363 3.842 3.329
F 0.156 4.448 1.816
F -1.939 4.439 1.351
H 1.923 -0.690 0.101
H 2.178 0.486 1.440
H 2.605 0.833 -0.153
H -0.341 0.070 0.611
H 0.026 0.980 -0.679
C -4.549 6.365 3.879
C -6.009 6.479 3.224
O -5.922 6.608 1.738
C -6.869 6.599 0.933
O -8.089 6.437 1.205
C -6.440 6.835 -0.549
F -5.124 6.684 -0.646
F -7.139 6.017 -1.323
F -6.844 8.085 -0.840
H -3.805 7.144 3.840
H -3.784 5.582 3.251
H -4.912 6.192 4.981
H -6.454 7.348 3.601
H -6.349 5.539 3.373
C 5.397 -5.691 3.242
C 4.421 -5.803 2.026
O 4.977 -4.708 1.146
C 4.034 -4.104 0.238
O 2.926 -4.483 -0.001
C 4.670 -3.059 -0.621
F 5.431 -3.528 -1.683
F 3.682 -2.258 -1.056
F 5.599 -2.358 0.144
H 6.524 -5.566 3.112
H 5.418 -6.797 3.649
H 4.904 -4.769 3.843
H 3.286 -5.667 2.349
H 4.649 -6.591 1.351
C -0.716 -2.491 2.121
C -2.217 -2.662 2.299
O -2.536 -3.844 1.552
C -3.769 -4.323 1.735
O -4.619 -3.780 2.508
C -4.165 -5.310 0.572
F -4.484 -6.491 1.216
F -5.202 -4.819 -0.115
F -3.134 -5.506 -0.278
H -0.392 -2.412 1.077
H -0.057 -3.333 2.765
H -0.405 -1.615 2.417
H -2.828 -1.774 1.836
H -2.364 -2.655 3.285
C 7.644 2.532 -4.199
C 8.250 1.659 -3.023
O 7.276 1.917 -1.964
C 7.564 1.342 -0.763
O 8.551 0.699 -0.666
C 6.457 1.565 0.270
F 5.278 1.203 -0.196
F 6.803 0.890 1.323
F 6.427 2.837 0.630
H 8.344 2.272 -4.876
H 7.782 3.494 -3.871
H 6.641 2.111 -4.363
H 9.298 2.094 -2.779
H 8.441 0.727 -3.269
C -3.933 -2.859 -5.952
C -3.945 -1.588 -5.188
O -3.444 -1.668 -3.844
C -4.097 -1.290 -2.721
O -5.194 -0.790 -2.699
C -3.241 -1.427 -1.397
F -2.040 -2.005 -1.641
F -2.947 -0.237 -0.840
F -3.957 -2.158 -0.520
H -4.257 -2.928 -6.796
H -4.438 -3.642 -5.482
H -2.986 -3.209 -6.085
H -4.981 -1.251 -5.385
H -3.560 -0.871 -5.741
```

These are the Löwdin partial charges, in e, on atoms 1 to 8: C -0.02; C -0.20; O -0.01; C -0.29; O 0.19; C -0.52; F 0.17; F 0.15

(2)
Here is a structure of composition C24H30N4O2OsS2 from OMol25. Energies are from wB97M-V/def2-TZVPD.

Multiplicity: 6
HOMO-LUMO gap (spin up / spin down): 7.1 / 6.7 eV
Charge: +1

```
63
C24H30N4O2OsS2 wB97M-V/def2-TZVPD
Os -0.200 -0.460 0.381
C -0.444 -0.127 3.469
N 0.518 0.556 2.583
C 0.331 2.025 2.589
C -0.477 2.542 1.405
N 0.008 2.013 0.121
C 1.422 2.359 -0.125
C -0.793 2.462 -1.003
C -1.188 3.790 -1.119
C -1.876 4.238 -2.235
C -2.156 3.356 -3.267
C -1.767 2.033 -3.167
C -1.099 1.565 -2.034
S -0.711 -0.148 -1.962
C 1.877 0.195 2.948
C 2.406 0.641 4.155
C 3.696 0.319 4.531
C 4.480 -0.465 3.695
C 3.968 -0.904 2.489
C 2.666 -0.579 2.096
S 2.136 -1.123 0.511
H -0.280 0.135 4.520
H -0.337 -1.206 3.357
H -1.458 0.157 3.192
H 1.312 2.495 2.582
H -0.179 2.347 3.502
H -0.417 3.635 1.442
H -1.521 2.252 1.497
H 1.577 3.440 -0.036
H 1.697 2.048 -1.130
H 2.070 1.837 0.578
H -0.945 4.499 -0.339
H -2.172 5.276 -2.307
H -2.678 3.701 -4.150
H -1.973 1.339 -3.973
H 1.796 1.253 4.811
H 4.093 0.676 5.472
H 5.490 -0.729 3.977
H 4.572 -1.499 1.816
C -4.521 0.462 -0.954
N -4.711 0.387 0.488
C -6.074 0.476 0.983
C -3.672 0.285 1.303
O -2.493 0.272 0.939
H -5.216 -0.219 -1.445
H -3.500 0.179 -1.202
H -4.704 1.477 -1.309
H -6.620 -0.446 0.779
H -6.586 1.303 0.493
H -6.072 0.658 2.056
H -3.943 0.214 2.367
O -1.023 -2.549 0.849
N -0.541 -3.663 0.331
C 0.574 -4.225 0.836
C 1.077 -5.391 0.303
C 0.426 -6.005 -0.756
C -0.728 -5.414 -1.252
C -1.191 -4.246 -0.695
H 1.034 -3.698 1.654
H 1.979 -5.812 0.724
H 0.806 -6.922 -1.183
H -1.273 -5.858 -2.072
H -2.073 -3.725 -1.036
```

These are the natural (NBO) partial charges, in e, on atoms 1 to 8: Os 1.39; C -0.42; N -0.52; C -0.24; C -0.23; N -0.49; C -0.42; C 0.09

(3)
Here is the molecule C24H30N4O3S from OMol25. Energies are from wB97M-V/def2-TZVPD.

HOMO-LUMO gap: 9.2 eV
Charge: 0
SMILES: Cc1ccc(S(=O)(=O)N(C)C)cc1NC(=O)c1cc(C(C)(C)C)nn1Cc1ccccc1

```
62
C24H30N4O3S wB97M-V/def2-TZVPD
C 1.073 3.388 -1.940
C 2.166 2.611 -1.264
C 3.491 2.842 -1.602
C 4.523 2.137 -1.003
C 4.212 1.201 -0.040
C 2.908 0.950 0.332
C 1.871 1.642 -0.286
N 0.536 1.390 0.021
C 0.016 0.434 0.854
O 0.678 -0.321 1.538
C -1.453 0.417 0.827
C -2.378 1.404 0.498
C -3.632 0.813 0.694
N -3.475 -0.443 1.100
N -2.181 -0.665 1.198
C -1.694 -1.986 1.509
C -1.190 -2.652 0.251
C -2.075 -2.894 -0.793
C -1.628 -3.465 -1.970
C -0.290 -3.797 -2.114
C 0.595 -3.553 -1.079
C 0.149 -2.982 0.101
H 0.842 -2.777 0.902
H 1.639 -3.807 -1.191
H 0.060 -4.243 -3.034
H -2.322 -3.653 -2.776
H -3.116 -2.626 -0.677
H -2.542 -2.536 1.925
H -0.893 -1.910 2.246
C -5.006 1.389 0.503
C -5.745 0.541 -0.539
H -6.759 0.911 -0.677
H -5.788 -0.493 -0.209
H -5.229 0.578 -1.496
C -4.930 2.841 0.030
H -4.412 2.911 -0.924
H -4.410 3.458 0.759
H -5.934 3.239 -0.099
C -5.752 1.318 1.841
H -6.767 1.690 1.727
H -5.787 0.290 2.189
H -5.244 1.920 2.592
H -2.178 2.413 0.200
H -0.136 1.943 -0.489
H 2.706 0.213 1.089
S 5.514 0.296 0.791
O 6.699 0.339 -0.023
O 5.618 0.758 2.144
N 4.845 -1.253 0.822
C 4.879 -1.869 -0.481
H 5.899 -2.133 -0.783
H 4.258 -2.764 -0.469
H 4.474 -1.160 -1.202
C 5.324 -2.086 1.901
H 4.607 -2.890 2.076
H 5.393 -1.459 2.786
H 6.309 -2.517 1.686
H 5.555 2.298 -1.269
H 3.719 3.584 -2.353
H 0.493 3.959 -1.214
H 1.499 4.090 -2.652
H 0.398 2.726 -2.484
```

These are the natural (NBO) partial charges, in e, on atoms 1 to 8: C -0.65; C -0.04; C -0.19; C -0.20; C -0.32; C -0.24; C 0.22; N -0.61

Across the entries above, F_max takes the values 10.90 0.96 1.14 eV/A, respectively.
Across the entries above, energy above the lowest of the compared OMol25 structures with the same formula, charge and spin takes the values 980.48 19.76 111.50 kJ/mol, respectively.